one:
The ion C5H10NO with charge +1, computed with the ωB97M-V functional and the def2-TZVPD basis.

Values from the calculation:
HOMO: -13.99 eV
2S+1: 1
Kohn-Sham gap: 9.2 eV
SMILES: C=[NH+]CCCC=O
Net charge: +1

```
17
C5H10NO (the ωB97M-V functional and the def2-TZVPD basis)
H -2.7164 -0.9381 -1.4091
N 1.4773 -0.2788 -0.2258
H -2.4106 -0.0902 0.8737
H -0.6075 1.8840 1.1593
H 2.7883 -1.4969 -1.1991
C -1.8146 0.4552 0.1352
H 0.5775 -0.7246 1.6402
C 2.3504 -1.1976 -0.2536
H -2.3959 1.3344 -0.1620
H -0.1687 1.6662 -0.2811
O -0.7976 -0.5842 -1.7770
C -0.4493 0.9839 0.5422
H 2.7587 -1.5996 0.6681
H 1.3850 0.8419 1.4939
C 0.6940 0.1452 1.0083
H 1.1144 0.0394 -1.1248
C -1.7851 -0.4401 -1.0885
```

two:
The ion C5H10NO with charge +1, computed with the ωB97M-V functional and the def2-TZVPD basis.

Values from the calculation:
HOMO: -14.27 eV
2S+1: 1
Kohn-Sham gap: 11.0 eV
SMILES: C=C([NH3+])CCC=O
Net charge: +1

```
17
C5H10NO (the ωB97M-V functional and the def2-TZVPD basis)
H 1.4382 0.1496 -2.2742
C 0.1616 1.4676 1.7074
N 0.6124 0.4117 -1.7077
H -0.3737 -0.5219 2.1409
H 0.7999 1.2224 -1.0647
H -1.6202 -1.0998 0.1838
C 0.7623 -1.8307 -0.8563
H -0.1482 0.6220 -2.3377
C 0.1805 -0.6579 -0.7438
H -1.6759 0.4673 2.0238
H 1.5430 -1.9913 -1.5756
H -1.6366 0.4499 -0.4368
H 0.5802 -2.6565 -0.1754
C -0.7295 0.2839 1.5041
O 0.7914 2.0114 0.8190
H 0.2920 1.8945 2.6985
C -0.9772 -0.2223 0.0949
```

three:
The ion C5H10NO with charge +1, computed with the ωB97M-V functional and the def2-TZVPD basis.

Values from the calculation:
HOMO: -12.54 eV
2S+1: 1
Kohn-Sham gap: 9.0 eV
Net charge: +1

```
17
C5H10NO (the ωB97M-V functional and the def2-TZVPD basis)
C -1.1203 -0.6226 0.0732
C 0.0008 1.5506 -0.1611
C 1.2433 -0.5625 -0.4364
H 2.0104 -2.2538 0.1358
N 1.2984 0.8316 0.0194
H 2.0463 1.3734 -0.4368
H 0.0844 2.5594 0.2450
H 1.3631 -0.7034 -1.5039
C -1.1159 0.7650 0.5348
H 1.5328 0.7650 1.0218
H -2.0711 1.2450 0.3020
O 2.0038 -1.3291 0.4075
H -0.1999 1.6052 -1.2328
H -0.9792 0.7924 1.6195
H -2.8810 -1.7148 0.0565
H -1.4030 -2.6122 -0.5083
C -1.8129 -1.6890 -0.1362
```

Quick one: most stable of them? two

one:
The ion C5H10NO with charge +1, computed with the ωB97M-V functional and the def2-TZVPD basis.

Values from the calculation:
HOMO: -13.56 eV
2S+1: 1
Kohn-Sham gap: 9.3 eV
SMILES: [NH3+]/C=C/CCC=O
Net charge: +1

```
17
C5H10NO (the ωB97M-V functional and the def2-TZVPD basis)
H 0.0144 1.9597 -0.3669
H -1.0238 -1.1908 1.3036
H -2.1178 -1.8155 0.0660
C -0.5268 0.0131 -0.9868
H 2.5187 0.3920 -0.8339
C -1.6200 0.1456 -0.2034
H -0.3072 -0.7753 -1.7037
C 1.7276 0.6444 -0.1266
C 1.5666 -0.5328 0.7876
H -2.6776 -0.8931 1.2816
H -2.2930 0.9580 0.0156
O 0.6260 -0.7147 1.5147
C 0.4932 1.1338 -0.9032
H 2.4701 -1.1446 0.9112
H 0.8164 1.4317 -1.8996
H 2.1894 1.4569 0.4338
N -1.8561 -1.0684 0.7100
```

two:
A cluster of 2 separate species, C5H10NO in total, computed with the ωB97M-V functional and the def2-TZVPD basis.

Values from the calculation:
HOMO: -13.58 eV
2S+1: 1
Kohn-Sham gap: 7.7 eV
Net charge: +1

```
17
C5H10NO (the ωB97M-V functional and the def2-TZVPD basis)
N -0.2990 -0.9505 -0.5291
C 0.2432 0.6913 1.1891
H 0.2802 1.0808 -0.9056
O -0.1884 -3.3858 -1.9705
H -1.2496 -2.2071 -3.2467
H 0.5180 -3.2773 -2.6345
C 0.0933 0.2146 -0.1875
H -0.5540 2.3832 2.3556
H 1.8489 1.6972 2.3285
H 1.8699 2.0846 0.4042
H -1.9714 -2.8426 -1.6129
H 0.0070 0.1273 2.1421
C -1.1733 -2.6630 -2.3439
H -0.4005 2.7522 0.7470
C -0.0987 2.1572 1.4982
H -0.6863 -1.6752 0.0363
C 1.2926 1.7557 1.3791
```

Quick one: most stable of them? one

one:
The ion C5H10NO with charge +1, computed with the ωB97M-V functional and the def2-TZVPD basis.

Values from the calculation:
HOMO: -13.36 eV
2S+1: 1
Kohn-Sham gap: 8.8 eV
SMILES: [NH3+]/C=C/CCC=O
Net charge: +1

```
17
C5H10NO (the ωB97M-V functional and the def2-TZVPD basis)
O 1.9308 0.6236 -0.4104
H -0.5522 2.6489 -0.2100
H -2.1153 -1.8314 0.0866
H 1.7224 2.5300 0.4023
H -0.3637 -2.7373 1.8068
C -0.9062 0.6248 -0.5938
C -0.6960 -0.1416 0.6134
C -0.0573 1.8038 -0.7824
H -0.6026 0.0590 -1.4117
H -1.9778 0.8149 -0.5812
C -1.2326 -1.4080 0.5391
H -0.1185 0.2027 1.4260
H -0.0221 2.0492 -1.8728
C 1.3167 1.6347 -0.2073
H -0.6093 -3.3667 0.1334
N -0.2828 -2.5801 0.7774
H 0.6251 -2.3803 0.6487
```

two:
The ion C5H10NO with charge +1, computed with the ωB97M-V functional and the def2-TZVPD basis.

Values from the calculation:
HOMO: -14.81 eV
2S+1: 1
Kohn-Sham gap: 11.3 eV
SMILES: C=C([NH3+])CCC=O
Net charge: +1

```
17
C5H10NO (the ωB97M-V functional and the def2-TZVPD basis)
C -1.0600 1.3067 1.4188
H 0.3698 0.9577 -1.3072
H 1.5112 1.5165 -0.2108
C -0.4962 -1.2380 -1.4987
H -1.6436 0.7011 2.0717
H -1.1885 2.3715 1.4847
H 0.1528 2.4009 -0.4616
N 0.5096 1.4507 -0.4066
H 1.4980 -1.3114 -0.9557
H -1.3295 -1.9403 -1.6851
O -0.4907 -0.1666 -2.0721
H 1.2255 -0.6033 1.3951
C -0.2205 0.6877 0.6156
C 0.5429 -1.5537 -0.4680
H -0.3671 -1.2797 1.4430
H 0.6796 -2.5909 -0.1756
C 0.3068 -0.7089 0.8126
```

three:
A cluster of 2 separate species, C5H10NO in total, computed with the ωB97M-V functional and the def2-TZVPD basis.

Values from the calculation:
HOMO: -12.78 eV
2S+1: 1
Kohn-Sham gap: 9.4 eV
Net charge: +1

```
17
C5H10NO (the ωB97M-V functional and the def2-TZVPD basis)
C -2.3423 -0.4318 0.0024
H -1.3724 1.7706 -0.6886
H 1.3397 -0.4861 -1.3967
H -0.6698 -0.3879 1.0398
H 0.9813 1.2950 0.0881
H 2.5737 -0.5846 1.4298
H -3.7866 -1.9596 -0.5599
H 2.3669 1.5436 1.1959
C 2.2217 -0.3121 0.4225
O -0.5500 1.2659 -0.4294
H -4.2576 -0.5091 0.3239
N 1.9852 1.1165 0.3758
H 2.4106 1.6565 -0.4257
C -3.4711 -0.9828 -0.2610
C 1.8585 -1.0046 -0.6665
C -1.1296 0.1169 0.1801
H 1.8417 -2.1064 -0.6305
```

Quick one: most stable of them? two

one:
An isolated molecule of C6H9F, computed with the ωB97M-V functional and the def2-TZVPD basis.

Values from the calculation:
HOMO: -9.52 eV
2S+1: 1
Kohn-Sham gap: 10.6 eV
SMILES: C[C@@H]1C=CC[C@H]1F

```
16
C6H9F (the ωB97M-V functional and the def2-TZVPD basis)
H -0.7620 -1.1206 -1.7638
F -2.1610 1.1199 0.3110
C 0.2948 0.6150 0.7111
H 0.0349 1.1795 1.5389
H 2.2888 1.0472 0.5504
H 1.1051 -1.1701 1.7725
C -0.9788 0.6255 -0.4536
H 1.5874 0.3131 -0.7997
H 1.4357 1.9576 -0.6828
H -0.6909 1.3593 -1.2154
C -0.3135 -1.5322 0.2742
H -2.1400 -1.1377 -0.6924
H -0.4586 -2.6639 0.2269
C -1.1654 -0.8403 -0.7236
C 1.4772 1.0485 -0.1182
C 0.4463 -0.8008 1.0647
```

two:
An isolated molecule of C6H9F, computed with the ωB97M-V functional and the def2-TZVPD basis.

Values from the calculation:
HOMO: -8.89 eV
2S+1: 1
Kohn-Sham gap: 10.0 eV
SMILES: F[C@@]12CCC[C@H]1C2

```
16
C6H9F (the ωB97M-V functional and the def2-TZVPD basis)
C -1.6885 0.0053 -0.0614
H -0.5881 1.0002 1.6084
H 2.4944 0.2683 0.4891
C -0.7994 1.1629 0.5431
H -2.2094 -0.5412 0.7386
F 0.5707 -0.9159 1.1162
C 0.4438 0.9910 -0.3061
H 2.3447 0.4915 -1.3454
H -2.4437 0.3767 -0.7612
C 1.8196 0.3558 -0.3676
H 0.2040 1.2473 -1.3196
H -1.3058 2.1193 0.4449
C 0.5969 -0.5017 -0.2273
C -0.7049 -0.9864 -0.8169
H -0.7465 -0.8516 -1.8907
H -0.8907 -2.0283 -0.5918
```

Quick one: most stable of them? one

one:
A cluster of 2 separate species, C7H15NO2 in total, computed with the ωB97M-V functional and the def2-TZVPD basis.

Values from the calculation:
HOMO: -8.22 eV
2S+1: 1
Kohn-Sham gap: 9.1 eV
SMILES: C/C=C(\C)O.CCC(N)=O

```
25
C7H15NO2 (the ωB97M-V functional and the def2-TZVPD basis)
C -1.3377 1.3539 -1.7598
H -1.5028 0.2799 2.8316
C -0.0607 0.6442 -2.1630
C -1.1645 0.4962 1.8135
H 0.4270 1.2169 -2.9571
H -2.7814 -0.8507 0.6479
H 0.3180 -2.2958 0.3708
N 2.1642 -0.0689 -1.4517
O 1.1429 1.5478 -0.2311
C 1.0289 0.5823 -0.9924
H 1.4760 -0.2549 2.3881
C -0.9141 -0.7817 1.0795
H 1.3921 -2.0149 2.6800
H 2.1575 -1.0334 -1.7561
H -1.9180 1.6318 -2.6451
O -2.0047 -1.4292 0.5613
C 1.4444 -1.2371 1.9130
H -1.9210 1.0966 1.2990
H -1.1357 2.2648 -1.1876
H -0.2641 1.1141 1.8700
H 2.3893 -1.3779 1.3801
H -0.2669 -0.3606 -2.5430
H 2.9960 0.1427 -0.9123
C 0.3141 -1.3622 0.9313
H -1.9788 0.6962 -1.1668
```

two:
A cluster of 2 separate species, C7H15NO2 in total, computed with the ωB97M-V functional and the def2-TZVPD basis.

Values from the calculation:
HOMO: -8.60 eV
2S+1: 1
Kohn-Sham gap: 9.0 eV
SMILES: CC[C@H]1C[C@H](N)C1.O=CO

```
25
C7H15NO2 (the ωB97M-V functional and the def2-TZVPD basis)
O 3.6845 -0.5687 1.8716
C -0.7188 0.8241 -0.7638
H 2.5067 -0.5340 -1.3239
H 4.4718 1.4392 -0.4763
O 3.8769 1.2516 0.3497
C -3.4342 0.4951 1.0287
N 1.7147 0.0882 -1.2380
H -0.2414 -1.6918 -1.6668
H -0.8834 1.7165 -0.1434
H 2.1295 1.1510 -1.2497
H 0.7808 0.0682 0.6213
H -4.2361 0.2326 0.3220
H -3.8491 0.4634 2.0456
H 4.5014 -0.7739 0.0184
C -2.2535 -0.4580 0.8836
C 3.9524 -0.1581 0.7598
H -1.4931 -0.2248 1.6481
H -0.2220 -2.1262 0.0714
H -2.3872 -0.5937 -1.2628
C -1.6142 -0.4162 -0.5004
H -2.5846 -1.4896 1.0864
H -0.7296 1.1212 -1.8223
H -3.1348 1.5335 0.8233
C -0.3519 -1.3026 -0.6447
C 0.5151 -0.0472 -0.4377
```

Quick one: most stable of them? one

one:
A cluster of 2 separate species, C7H15NO2 in total, computed with the ωB97M-V functional and the def2-TZVPD basis.

Values from the calculation:
HOMO: -9.52 eV
2S+1: 1
Kohn-Sham gap: 10.2 eV
SMILES: C[C@@H](C1CC1)N(C)C=O.O

```
25
C7H15NO2 (the ωB97M-V functional and the def2-TZVPD basis)
C 1.2682 9.7432 -4.3331
H 5.0377 8.5928 -3.5957
H 3.2618 10.5668 -4.9114
C 4.4663 8.2212 -2.7352
H 4.5694 8.7859 0.8333
H 2.0687 10.4976 -0.9278
N 2.3040 8.5157 -1.5312
O 3.9339 8.0605 0.9210
H 2.1859 7.7244 -4.2893
H 2.4740 6.4608 -1.9210
C 2.5666 9.7454 -5.0950
H 3.6415 8.0020 -0.0381
O 0.7825 9.2753 0.0740
H 3.3035 10.0037 -2.5481
H 0.3740 9.3658 -4.8294
H 0.8304 7.1285 -2.1528
H 4.3536 7.1345 -2.8542
C 2.3469 8.7614 -3.9824
H 2.5684 9.3687 -6.1181
H 1.4783 6.8866 -0.5095
C 1.7382 7.1748 -1.5338
H 5.0499 8.4166 -1.8257
C 1.7204 9.4739 -0.6874
H 1.0901 10.5657 -3.6371
C 3.1155 8.9288 -2.6878
```

two:
A structure of composition C7H15NO2, computed with the ωB97M-V functional and the def2-TZVPD basis.

Values from the calculation:
HOMO (spin up / spin down): -7.43 / -7.43 eV
2S+1: 1
Kohn-Sham gap (spin up / spin down): 7.4 / 7.4 eV

```
25
C7H15NO2 (the ωB97M-V functional and the def2-TZVPD basis)
H -2.2257 0.8487 0.9042
C -1.0068 -2.9019 -0.6739
H -1.7914 -2.1730 -0.7901
H 0.4625 2.5968 -0.7423
H -0.6297 -0.0757 2.4611
O 1.8128 -0.4153 -0.2484
H 1.7474 1.8306 0.2115
C -0.2218 1.2435 0.7947
H 1.0893 0.2197 2.1255
H 2.1572 -1.3392 -0.2069
H -1.7755 1.8870 -0.3608
C 0.7446 2.2489 0.2520
H -1.1166 -0.1344 -1.8902
C -0.0281 -0.0868 -1.8403
C 0.0993 0.6737 2.1456
C 0.4642 -0.5362 -0.4973
H 0.3600 -0.7387 -2.6253
H 0.2958 0.9316 -2.0782
H -1.2420 -3.9520 -0.7955
H -0.1893 -0.7184 0.3441
N -1.5359 1.4847 0.5327
C 0.2735 -2.5403 -0.5023
O 1.4039 -2.9501 -0.3291
H 0.7496 3.1174 0.9210
H 0.1026 1.4794 2.8879
```

Quick one: most stable of them? one